Density functional theory data (ωB97M-V/def2-TZVPD) for the molecule C18H30N2O2.

The geometry in XYZ format:
```
52
Properties=species:S:1:pos:R:3:nbo_charge:R:1
C -0.600 -2.165 -0.530 -0.63
C -1.926 -1.493 -0.342 0.02
C -3.064 -2.222 -0.038 -0.24
C -4.293 -1.598 0.128 -0.01
C -4.395 -0.215 -0.007 -0.01
C -3.245 0.523 -0.315 0.30
C -2.025 -0.116 -0.484 -0.33
H -1.132 0.440 -0.716 0.24
O -3.415 1.885 -0.429 -0.51
C -2.311 2.690 -0.750 -0.08
C -1.262 2.782 0.373 -0.10
O -0.020 2.362 -0.140 -0.55
C 0.988 2.257 0.836 -0.06
C 2.262 1.735 0.166 -0.24
N 2.191 0.299 -0.038 -0.45
C 2.795 -0.177 -1.267 -0.22
C 4.327 -0.187 -1.217 -0.24
N 4.761 -1.030 -0.118 -0.44
C 6.198 -1.170 -0.077 -0.40
H 6.541 -1.595 -1.020 0.20
H 6.718 -0.211 0.085 0.16
H 6.467 -1.850 0.731 0.20
C 4.231 -0.525 1.136 -0.24
C 2.699 -0.483 1.075 -0.22
H 2.302 -0.081 2.008 0.20
H 2.332 -1.505 0.951 0.20
H 4.541 -1.198 1.940 0.20
H 4.631 0.482 1.364 0.16
H 4.721 -0.601 -2.148 0.20
H 4.707 0.848 -1.111 0.16
H 2.444 0.436 -2.098 0.20
H 2.453 -1.204 -1.422 0.20
H 2.339 2.230 -0.803 0.21
H 3.124 2.038 0.778 0.18
H 1.178 3.246 1.284 0.16
H 0.668 1.572 1.635 0.17
H -1.571 2.137 1.210 0.18
H -1.181 3.812 0.753 0.17
H -1.806 2.333 -1.657 0.19
H -2.744 3.672 -0.953 0.20
C -5.713 0.477 0.175 -0.65
H -6.110 0.292 1.173 0.21
H -6.441 0.108 -0.547 0.21
H -5.595 1.547 0.037 0.24
C -5.509 -2.413 0.455 -0.63
H -6.272 -2.287 -0.312 0.22
H -5.939 -2.097 1.405 0.22
H -5.257 -3.468 0.523 0.21
H -2.993 -3.295 0.075 0.20
H -0.525 -2.569 -1.540 0.22
H -0.483 -2.991 0.169 0.21
H 0.208 -1.452 -0.385 0.23
```

The calculation puts the energy above the lowest of the compared OMol25 structures with the same formula, charge and spin at 53.7 kcal/mol. As for the electronic energy: -26227.2736 eV. The HOMO-LUMO gap is 8.9 eV. As for the total charge: 0. The maximum force is 0.0111 hartree/bohr.



Density functional theory data (ωB97M-V/def2-TZVPD) for the molecule C18H30N4O2S.

The geometry in XYZ format:
```
55
Properties=species:S:1:pos:R:3:nbo_charge:R:1
C -0.613 2.228 3.079 -0.62
H -0.444 2.585 2.067 0.23
C 0.077 0.887 3.280 -0.37
C 1.568 0.951 2.908 -0.46
C 1.727 1.020 1.438 0.37
N 1.469 2.067 0.697 -0.32
N 1.646 1.739 -0.589 -0.28
C 2.010 0.492 -0.623 0.13
N 2.097 -0.025 0.642 -0.37
C 2.489 -1.364 0.984 -0.23
H 2.914 -1.809 0.080 0.23
H 3.259 -1.330 1.761 0.23
C 1.322 -2.218 1.495 0.06
C 1.436 -3.715 1.131 -0.43
H 0.818 -3.949 0.266 0.22
C 0.957 -4.440 2.398 -0.43
H 1.769 -5.012 2.845 0.21
C 0.543 -3.286 3.324 -0.07
H -0.529 -3.068 3.206 0.16
O 1.304 -2.177 2.912 -0.54
H 0.760 -3.467 4.377 0.19
H 0.125 -5.112 2.204 0.21
H 2.469 -3.975 0.900 0.20
H 0.375 -1.816 1.103 0.22
S 2.298 -0.437 -2.075 0.25
C 0.652 -1.254 -2.182 -0.61
H 0.452 -1.419 -3.239 0.24
C -0.431 -0.435 -1.493 0.68
O -0.885 -0.848 -0.433 -0.67
N -0.841 0.696 -2.074 -0.43
C -0.353 1.244 -3.319 -0.22
H 0.510 0.688 -3.677 0.22
C -1.474 1.230 -4.359 -0.41
C -2.672 2.020 -3.840 -0.40
C -3.108 1.476 -2.480 -0.40
H -3.912 2.088 -2.070 0.21
H -3.489 0.460 -2.610 0.20
C -1.947 1.438 -1.477 -0.05
C -1.520 2.828 -1.010 -0.63
H -0.571 2.771 -0.485 0.25
H -1.411 3.522 -1.838 0.20
H -2.271 3.224 -0.331 0.21
H -2.251 0.860 -0.599 0.25
H -2.401 3.073 -3.753 0.20
H -3.502 1.950 -4.545 0.21
H -1.109 1.658 -5.293 0.21
H -1.775 0.196 -4.552 0.19
H -0.025 2.269 -3.131 0.21
H 0.721 -2.214 -1.669 0.24
H 2.070 0.061 3.285 0.24
H 2.012 1.842 3.356 0.23
H -0.409 0.127 2.666 0.21
H -0.005 0.576 4.323 0.20
H -1.684 2.135 3.247 0.20
H -0.217 2.968 3.772 0.20
```

The calculation puts the energy above the lowest of the compared OMol25 structures with the same formula, charge and spin at 18.3 kcal/mol. As for the electronic energy: -40044.2115 eV. The HOMO-LUMO gap is 9.5 eV. As for the total charge: 0. The maximum force is 0.0184 hartree/bohr.



Density functional theory data (ωB97M-V/def2-TZVPD) for the molecule C18H30N4O4S in a non-equilibrium geometry.

The geometry in XYZ format:
```
57
Properties=species:S:1:pos:R:3:nbo_charge:R:1
C -0.794 -1.480 -1.594 -0.41
N -1.814 -1.724 -0.595 -0.45
C -1.356 -2.714 0.358 -0.42
H -1.206 -3.706 -0.099 0.16
H -0.407 -2.382 0.778 0.20
H -2.072 -2.808 1.171 0.20
C -3.066 -2.091 -1.239 -0.22
C -4.251 -2.192 -0.279 -0.41
C -4.430 -0.922 0.548 -0.23
N -4.667 0.229 -0.295 -0.87
S -4.346 1.695 0.437 2.32
O -4.876 2.711 -0.421 -0.93
O -4.747 1.681 1.818 -0.94
C -2.566 1.689 0.367 -0.41
C -1.940 1.840 -0.837 -0.10
C -0.544 1.806 -0.920 -0.02
C 0.246 1.616 0.254 0.25
N 1.581 1.623 0.203 -0.59
H 1.983 1.769 -0.721 0.44
C 2.513 1.303 1.260 -0.03
C 2.614 -0.222 1.456 -0.42
H 1.647 -0.566 1.830 0.21
C 2.941 -0.989 0.173 -0.41
H 2.476 -0.484 -0.675 0.20
H 2.490 -1.983 0.231 0.21
C 4.435 -1.174 -0.099 -0.39
C 5.305 0.051 0.194 -0.40
H 6.243 -0.070 -0.350 0.21
C 4.667 1.388 -0.189 -0.41
C 3.844 1.994 0.949 -0.40
H 3.622 3.037 0.711 0.22
H 4.452 1.991 1.856 0.21
H 4.066 1.274 -1.091 0.20
H 5.462 2.098 -0.423 0.22
H 5.558 0.078 1.256 0.19
H 4.551 -1.454 -1.148 0.20
H 4.811 -2.007 0.500 0.20
H 3.359 -0.435 2.222 0.21
H 2.140 1.738 2.197 0.20
C -0.456 1.438 1.471 -0.30
C -1.822 1.480 1.527 -0.11
H -2.353 1.364 2.459 0.25
H 0.104 1.276 2.377 0.22
N 0.019 1.903 -2.215 0.52
O 1.244 1.950 -2.337 -0.43
O -0.729 1.911 -3.172 -0.38
H -2.522 1.996 -1.732 0.27
H -5.562 0.229 -0.762 0.40
H -5.233 -1.055 1.284 0.20
H -3.504 -0.709 1.085 0.21
H -5.150 -2.369 -0.872 0.21
H -4.130 -3.037 0.399 0.21
H -2.969 -3.050 -1.782 0.17
H -3.287 -1.307 -1.966 0.21
H -0.538 -2.386 -2.167 0.17
H -1.144 -0.723 -2.293 0.21
H 0.108 -1.121 -1.100 0.20
```

The calculation puts the energy above the lowest of the compared OMol25 structures with the same formula, charge and spin at 98.7 kcal/mol. As for the electronic energy: -44135.8777 eV. The HOMO-LUMO gap is 7.9 eV. As for the total charge: 0. The maximum force is 0.0272 hartree/bohr.



Density functional theory data (ωB97M-V/def2-TZVPD) for a cluster of 7 separate species, C18H30N6O4S in total in a non-equilibrium geometry.

The geometry in XYZ format:
```
59
Properties=species:S:1:pos:R:3:nbo_charge:R:1
C -1.755 2.699 2.690 -0.65
C -0.132 2.655 2.581 -0.11
O 0.340 3.818 1.855 -0.54
C 0.850 3.484 0.536 0.10
C -0.240 2.861 -0.472 -0.49
C -0.332 1.257 -0.507 -0.14
O 0.868 0.608 -1.088 -0.66
S 2.102 0.882 0.021 2.15
O 3.405 0.564 -0.723 -0.91
O 2.082 -0.067 1.227 -0.85
C 2.254 2.636 0.592 -0.67
H -2.197 2.334 1.699 0.20
H -2.138 2.089 3.600 0.22
H -2.028 3.815 2.867 0.23
H 0.281 1.649 2.225 0.20
H 0.245 2.781 3.675 0.19
H 1.162 4.503 0.069 0.21
H -1.308 3.290 -0.332 0.25
H 0.081 3.192 -1.540 0.24
H -0.629 0.758 0.481 0.22
H -1.184 0.997 -1.255 0.22
H 2.711 2.630 1.654 0.30
H 3.027 3.163 -0.083 0.28
C 1.279 0.019 5.771 -0.71
C 1.636 -0.053 4.312 0.28
N 1.918 -0.110 3.149 -0.31
H 1.918 0.748 6.273 0.25
H 0.237 0.322 5.884 0.26
H 1.419 -0.958 6.236 0.25
C 0.690 -1.232 -4.031 -0.75
C -0.708 -1.717 -4.282 0.35
N -1.816 -2.102 -4.481 -0.44
H 0.749 -0.760 -3.048 0.27
H 1.383 -2.074 -4.064 0.28
H 0.971 -0.503 -4.794 0.29
C 2.150 0.009 9.659 -0.71
C 0.819 0.606 9.301 0.28
N -0.234 1.078 9.017 -0.33
H 2.045 -0.634 10.534 0.26
H 2.528 -0.584 8.824 0.25
H 2.864 0.803 9.884 0.26
C -4.990 -2.203 -3.815 -0.73
C -5.642 -2.115 -2.464 0.29
N -6.158 -2.046 -1.396 -0.36
H -3.916 -2.026 -3.722 0.29
H -5.151 -3.195 -4.242 0.25
H -5.418 -1.454 -4.483 0.25
C 0.358 -5.114 -2.395 -0.72
C 1.623 -4.541 -2.968 0.29
N 2.642 -4.090 -3.423 -0.35
H 0.185 -4.707 -1.397 0.26
H -0.488 -4.858 -3.036 0.26
H 0.440 -6.200 -2.328 0.25
C -0.367 -0.776 -8.393 -0.72
C 0.317 0.078 -7.365 0.31
N 0.859 0.753 -6.551 -0.36
H 0.369 -1.178 -9.091 0.26
H -0.883 -1.604 -7.903 0.26
H -1.095 -0.180 -8.946 0.26
```

The calculation puts the energy above the lowest of the compared OMol25 structures with the same formula, charge and spin at 64.1 kcal/mol. As for the electronic energy: -47110.1061 eV. The HOMO-LUMO gap is 9.3 eV. As for the total charge: 0. The maximum force is 0.1945 hartree/bohr.



Look up the maximum force of the first one. 0.0111 hartree/bohr